[1]
C29H35HfN7P2 as an isolated structure in a non-equilibrium geometry. Source: OMol25; level of theory: the ωB97M-V functional and the def2-TZVPD basis.

Structure (XYZ):
```
74
Properties=species:S:1:pos:R:3:forces:R:3:lowdin_charge:R:1
Hf 2.990381 -0.519144 2.051511 3.60 2.63 0.54 1.705
C 2.829639 -2.969207 1.812534 -0.29 -1.85 -2.73 -0.126
C 2.511966 -2.246715 0.649340 -0.36 -2.24 1.05 -0.203
C 1.054171 -1.956505 0.323508 -0.40 0.19 -0.34 -0.188
C 0.308961 -0.842888 1.129088 0.41 0.73 -0.45 -0.202
C 0.789176 -0.440025 2.525742 -1.64 -1.72 2.06 -0.239
C 1.159375 -1.320114 3.555869 -2.38 1.07 0.08 -0.103
C 0.908754 -2.811860 3.606618 0.37 -0.29 0.48 -0.116
C 1.795978 -3.691328 2.674652 0.44 -0.15 0.56 -0.117
C 4.082774 1.218331 1.273392 0.02 0.09 -0.24 -0.252
H 3.854134 -3.355309 1.931191 -0.29 0.46 -0.10 0.137
H 3.231746 -2.132279 -0.180629 0.24 0.14 0.60 0.159
H 0.446090 -2.874999 0.368105 0.44 0.07 0.21 0.123
H 0.987253 -1.630280 -0.727141 0.16 -0.13 0.40 0.037
H 0.363937 0.118714 0.569870 0.07 -0.65 0.04 0.003
H -0.776197 -1.075255 1.092451 0.44 0.05 0.40 0.160
H 0.534034 0.602863 2.794313 0.68 -0.16 0.04 0.122
H 1.474730 -0.903366 4.529960 -0.23 0.15 -0.58 0.141
H -0.164817 -3.017653 3.437567 0.41 0.39 -0.24 0.153
H 1.084087 -3.147637 4.649125 -0.01 0.34 -0.60 0.138
H 2.358994 -4.400049 3.321450 -0.38 0.48 -0.51 0.140
H 1.138847 -4.312240 2.032336 0.48 0.44 0.00 0.147
H 5.112494 1.153087 1.682534 -0.33 -0.18 -0.03 0.020
H 3.712701 2.200838 1.628955 -0.11 -0.35 -0.15 0.026
H 4.218632 1.295392 0.174627 -0.26 -0.07 0.37 0.026
P -1.072871 1.993388 0.201498 -2.41 3.85 -0.31 1.111
P -0.216777 -0.303233 -2.697166 -2.12 -1.27 -2.17 1.084
N -2.356598 2.072593 1.421807 0.28 -0.56 -0.08 -0.270
N -1.214632 3.775180 -0.298526 0.77 -0.64 0.14 -0.240
N -1.439071 -1.642519 -2.589038 0.54 -0.21 0.62 -0.243
N -0.053829 -0.491606 -4.444270 0.52 0.74 0.01 -0.290
C -2.103336 1.408381 -1.211494 -0.18 -0.56 -0.37 -0.387
C -1.400123 1.129954 -2.578039 0.11 0.11 0.30 -0.367
C -2.099093 2.238175 2.790917 -0.68 0.21 -0.39 -0.161
C -3.243519 2.684533 3.418302 0.80 -0.31 -0.47 -0.070
C -4.259474 2.789506 2.424335 1.01 -0.46 -0.95 -0.050
C -3.697872 2.401704 1.217779 0.00 0.15 1.28 -0.145
C -0.099277 4.575702 -0.532452 -0.57 0.79 -0.55 -0.171
C -0.502950 5.802423 -1.062369 -0.02 -1.29 0.67 -0.082
C -1.927898 5.789694 -1.105642 0.40 -1.79 0.47 -0.063
C -2.334593 4.531023 -0.662660 0.46 0.68 -0.27 -0.143
C -1.072223 -2.846358 -1.965701 -0.79 0.39 0.50 -0.189
C -2.195927 -3.472135 -1.452736 0.35 0.78 -0.32 -0.082
C -3.326202 -2.676740 -1.858722 0.76 0.67 -0.24 -0.064
C -2.833226 -1.593651 -2.579641 -0.06 -0.59 0.76 -0.155
C -1.019780 -0.888900 -5.384762 0.89 0.18 -0.60 -0.123
C -0.438166 -0.888318 -6.648549 0.16 0.25 1.65 -0.063
C 0.927514 -0.450983 -6.496109 -0.35 0.12 1.18 -0.076
C 1.125832 -0.184077 -5.145815 -0.53 -0.54 -0.69 -0.156
H -2.804679 2.231871 -1.410861 0.17 -0.37 0.12 0.064
H -2.696871 0.560624 -0.834078 0.20 -0.02 -0.37 0.075
H -2.157176 0.996222 -3.368588 0.25 0.11 0.33 0.082
H -0.815257 2.023233 -2.857926 -0.11 -0.24 0.00 0.087
H -1.118669 2.008468 3.165796 0.13 0.21 0.19 0.068
H -3.321044 2.919060 4.467967 -0.08 -0.05 -0.04 0.104
H -5.266475 3.123400 2.565406 -0.26 -0.01 0.03 0.105
H -4.148899 2.302755 0.255908 -0.17 0.04 -0.23 0.096
H 0.878119 4.201815 -0.290403 0.20 0.01 -0.07 0.078
H 0.138101 6.595802 -1.398185 0.14 0.10 0.15 0.095
H -2.578517 6.584983 -1.411678 -0.12 0.08 -0.10 0.100
H -3.337295 4.150451 -0.590500 0.03 0.01 0.12 0.087
H -0.050807 -3.194966 -2.001896 -0.01 0.13 0.06 0.099
H -2.172533 -4.350641 -0.811538 -0.21 0.06 -0.52 0.098
H -4.371192 -2.830075 -1.616552 0.21 -0.17 -0.24 0.104
H -3.386692 -0.850176 -3.147680 0.21 -0.04 0.43 0.115
H -2.016164 -1.148787 -5.064643 0.13 -0.07 -0.15 0.092
H -0.932760 -1.187829 -7.556740 0.02 0.03 -0.02 0.101
H 1.672280 -0.372116 -7.279897 -0.18 0.08 0.21 0.101
H 1.987243 0.176493 -4.593383 -0.10 -0.13 -0.26 0.090
N 4.210470 -1.080203 3.573956 -1.67 0.52 -1.62 -0.006
C 4.732337 -1.763485 4.410425 2.01 -1.57 3.48 -0.218
N 5.236662 -2.345485 5.396720 -1.27 1.18 -2.77 0.178
C 6.166643 -3.307807 5.361339 2.34 -2.18 0.26 -0.282
N 6.999423 -4.139715 5.369113 -2.27 2.15 -0.04 0.193
```
Positions in Å, forces in eV/Å.

## Properties
frontier orbital gap = 2.704 eV
charge = +2
energy above the lowest of the compared OMol25 structures with the same formula, charge and spin = 0.000 eV


[2]
C47H47AuN4OP2S as an isolated structure. Source: OMol25; level of theory: the ωB97M-V functional and the def2-TZVPD basis.

Structure (XYZ):
```
103
Properties=species:S:1:pos:R:3:forces:R:3:lowdin_charge:R:1
Au -0.378978 1.276459 0.219131 -0.17 0.47 0.04 0.895
C 3.166653 -4.965359 -3.554705 0.06 -0.02 0.03 -0.399
S 2.372589 -3.662831 -4.516584 -0.03 -0.04 0.00 0.824
C 0.647479 -3.937197 -4.032625 -0.01 -0.05 0.02 -0.481
C 0.241457 -3.223298 -2.742285 -0.01 -0.02 -0.02 -0.252
C 0.430905 -1.724276 -2.876687 -0.06 -0.03 0.02 -0.239
N 0.235321 -0.980946 -1.611019 0.24 0.34 0.15 -0.375
P -1.198336 -0.460860 -0.939507 0.04 -0.49 -0.11 0.876
C -1.539247 -1.345708 0.580145 -0.14 -0.25 -0.26 -0.368
C -0.857597 -2.539046 0.836679 0.03 0.09 0.08 -0.069
C -1.085922 -3.209341 2.027395 0.00 0.01 0.02 -0.041
C -1.980967 -2.691642 2.956093 0.01 -0.02 0.01 -0.027
C -2.674015 -1.515475 2.691594 0.03 0.01 0.00 -0.040
C -2.459625 -0.837801 1.504726 -0.06 0.06 -0.02 -0.098
C -2.536622 -0.461245 -2.072229 -0.07 0.14 0.08 -0.335
C -3.588556 -1.358053 -1.857773 0.02 0.04 -0.15 -0.052
C -4.608454 -1.421457 -2.794159 -0.01 0.01 0.06 -0.038
C -4.584958 -0.586373 -3.902132 -0.05 -0.01 -0.05 -0.025
C -3.551804 0.327535 -4.093673 0.02 0.01 0.05 -0.037
C -2.522576 0.399471 -3.175767 0.00 -0.07 -0.03 -0.069
P 1.329014 0.242225 -1.066786 -0.27 -0.20 -0.14 0.933
C 1.604056 1.279985 -2.514499 0.17 0.07 0.15 -0.345
C 0.729114 2.322842 -2.832679 0.04 0.05 0.01 -0.112
C 0.902754 3.030379 -4.011126 0.00 -0.01 0.00 -0.053
C 1.947800 2.711109 -4.868566 -0.02 0.02 -0.01 -0.037
C 2.822573 1.681932 -4.551918 0.02 -0.03 0.00 -0.038
C 2.658810 0.966287 -3.376104 -0.06 -0.01 -0.06 -0.080
C 2.889514 -0.490228 -0.615984 -0.04 -0.11 0.09 -0.364
C 2.988602 -1.852288 -0.340811 -0.01 -0.04 0.02 -0.079
C 4.218490 -2.397865 -0.005740 0.01 0.01 0.00 -0.053
C 5.340255 -1.583723 0.065836 0.02 0.01 0.02 -0.044
C 5.236971 -0.219622 -0.181146 -0.03 0.01 0.01 -0.054
C 4.013738 0.333498 -0.519702 0.04 0.01 0.00 -0.091
H 4.224694 -4.946605 -3.809834 -0.01 0.01 0.00 0.038
H 2.765006 -5.939566 -3.828218 -0.01 0.01 0.00 0.044
H 3.069057 -4.809584 -2.480347 -0.03 0.01 -0.01 0.023
H 0.497118 -5.011479 -3.927552 -0.04 0.00 -0.02 0.085
H 0.022504 -3.614777 -4.867251 0.04 0.07 0.00 0.082
H 0.845711 -3.606390 -1.915099 0.02 0.04 0.00 0.090
H -0.806232 -3.449688 -2.513931 0.01 -0.02 0.01 0.117
H -0.236958 -1.319394 -3.641750 -0.02 0.02 0.02 0.127
H 1.449244 -1.513333 -3.203436 0.03 -0.04 0.00 0.071
H -0.156685 -2.931484 0.112359 -0.01 -0.02 0.00 0.082
H -0.565846 -4.135403 2.233185 0.00 0.01 0.00 0.120
H -2.141603 -3.207733 3.893594 0.00 0.00 -0.01 0.125
H -3.374923 -1.124048 3.416403 0.00 0.00 0.00 0.123
H -2.991728 0.086792 1.306350 0.01 -0.02 -0.04 0.104
H -3.605475 -1.996224 -0.984239 0.01 -0.02 -0.01 0.112
H -5.425342 -2.115721 -2.652295 0.00 0.01 -0.01 0.122
H -5.388026 -0.640472 -4.625590 0.00 0.00 0.01 0.124
H -3.558797 0.983934 -4.952923 0.00 0.00 0.00 0.122
H -1.720769 1.117424 -3.304135 0.01 -0.03 -0.01 0.099
H -0.077364 2.603250 -2.165375 0.00 -0.02 0.01 0.062
H 0.228797 3.840991 -4.254994 0.01 0.00 0.01 0.117
H 2.085612 3.273475 -5.782651 -0.01 -0.01 0.00 0.122
H 3.635787 1.434111 -5.220654 0.00 0.00 0.01 0.122
H 3.344855 0.162347 -3.142039 0.00 0.01 -0.01 0.111
H 2.113825 -2.487839 -0.396294 0.00 0.02 -0.02 0.083
H 4.303307 -3.457931 0.193648 0.00 0.01 0.00 0.118
H 6.302672 -2.010541 0.315895 -0.01 -0.01 0.01 0.122
H 6.111539 0.413786 -0.117235 0.00 -0.01 -0.01 0.122
H 3.946829 1.394387 -0.731282 -0.03 -0.01 0.00 0.120
C 3.832206 -0.576503 3.368464 0.04 -0.10 -0.03 -0.069
C 3.360512 0.228092 4.569565 0.01 0.10 0.09 -0.195
N 2.363127 -0.460860 5.376289 -0.08 -0.13 -0.04 -0.049
C 2.818212 -1.564019 6.236176 0.05 0.03 -0.06 -0.179
C 2.387814 -2.932512 5.731253 0.02 -0.03 -0.02 -0.065
C 1.055348 -0.142322 5.442563 0.02 0.08 0.11 -0.429
O 0.265553 -0.690342 6.194413 -0.02 -0.02 -0.03 0.087
C 0.494037 0.948056 4.558698 0.06 -0.11 -0.15 -0.099
C -0.220532 1.988897 5.141602 0.05 -0.01 0.07 0.044
C -0.888501 2.888793 4.333745 -0.09 0.03 0.00 -0.005
C -0.881385 2.695911 2.965306 -0.04 -0.06 -0.07 -0.109
N -0.221815 1.676150 2.401249 0.68 0.48 -0.04 -0.074
C 0.487156 0.840832 3.181136 -0.32 -0.09 0.04 -0.075
H 4.485063 0.027214 2.738557 0.03 0.02 0.01 0.073
H 2.994038 -0.924760 2.761168 -0.03 0.03 -0.03 0.055
H 4.394357 -1.458392 3.679419 -0.02 0.00 0.02 0.081
H 2.966952 1.196943 4.265617 -0.06 -0.02 -0.05 0.116
H 4.211758 0.441056 5.219239 0.01 0.05 -0.01 0.128
H 2.436857 -1.390613 7.241809 -0.03 -0.03 0.00 0.129
H 3.905353 -1.497703 6.275960 0.01 0.00 0.01 0.122
H 1.305271 -3.036439 5.773009 -0.01 0.02 -0.01 0.069
H 2.827890 -3.713199 6.351781 -0.01 0.01 0.01 0.084
H 2.722604 -3.093417 4.704083 0.00 0.00 0.01 0.065
H -0.259072 2.069414 6.220356 0.00 0.00 0.00 0.142
H -1.446208 3.714248 4.752772 0.02 0.00 0.00 0.125
H -1.439029 3.334944 2.292287 0.04 0.02 0.02 0.096
H 0.981086 0.015913 2.682982 0.10 0.06 -0.02 0.107
N -7.984400 7.361737 -2.137315 0.02 -0.03 0.01 0.185
C -7.123011 6.668284 -1.827752 -0.02 0.03 0.00 -0.168
C -6.042763 5.799057 -1.446205 0.00 -0.02 0.00 -0.214
C -4.775034 5.991571 -1.990735 -0.01 0.01 0.00 -0.008
C -3.739509 5.148591 -1.634760 0.04 0.01 -0.01 -0.019
C -3.960995 4.108711 -0.731268 -0.09 -0.04 0.08 -0.251
C -5.232140 3.928432 -0.180743 -0.01 0.01 -0.02 -0.018
C -6.270415 4.767497 -0.537735 0.02 0.00 0.01 -0.007
C -2.899769 3.214319 -0.365630 0.06 -0.05 -0.06 -0.109
C -1.995548 2.467052 -0.063021 -0.18 -0.27 0.27 -0.192
H -4.610188 6.801733 -2.687381 0.00 0.00 0.00 0.128
H -2.751888 5.299989 -2.049507 -0.01 -0.01 0.00 0.117
H -5.402556 3.126676 0.524895 0.01 0.00 0.00 0.118
H -7.255682 4.631631 -0.114093 -0.01 0.01 -0.01 0.128
```
Positions in Å, forces in eV/Å.

## Properties
frontier orbital gap = 5.804 eV
charge = +2
energy above the lowest of the compared OMol25 structures with the same formula, charge and spin = 0.000 eV


[3]
One molecule with the formula CH3N5O2 in a non-equilibrium geometry. Source: OMol25; level of theory: the ωB97M-V functional and the def2-TZVPD basis.

Structure (XYZ):
```
11
Properties=species:S:1:pos:R:3:forces:R:3:nbo_charge:R:1
O 2.011018 1.614008 -0.275263 1.29 -0.84 -0.68 -0.594
N 1.361401 0.305405 -0.574097 2.53 3.03 0.37 -0.145
C 0.472395 -0.043570 0.271064 -1.09 0.61 -0.76 0.350
N 0.027099 0.113444 1.650065 -2.64 -2.87 -2.34 -0.259
N -1.143362 -0.600106 1.638710 2.59 3.05 1.50 0.062
N -1.635129 -0.815245 0.480775 -0.13 -1.80 -3.00 -0.233
N -0.493581 -0.772812 -0.529237 -1.46 0.33 -0.11 -0.050
O -0.683221 0.033729 -1.885821 -0.90 -2.96 2.62 -0.522
H 2.796593 1.852264 -0.937265 -2.72 -1.83 1.71 0.487
H -2.424014 -1.586410 0.359242 2.57 2.01 0.41 0.426
H -0.644327 -0.801149 -2.423206 -0.05 1.27 0.27 0.478
```
Positions in Å, forces in eV/Å.

## Properties
frontier orbital gap = 8.309 eV
structure (SMILES) = O/N=c1\nn[nH]n1O
charge = 0
energy above the lowest of the compared OMol25 structures with the same formula, charge and spin = 4.387 eV


Question: Which value of charge does entry 3 give?
Answer: 0